Here is a cluster of 3 separate species, CH7O2S in total at a distorted geometry from OMol25. Energies are from ωB97M-V with the def2-TZVPD basis set.

Element x y z (Å)
C1 -0.072 -0.978 2.439
S1 -0.164 -0.767 0.617
H1 0.564 -1.857 2.579
H2 0.514 -0.166 2.880
H3 -1.010 -1.085 2.956
H4 -1.587 0.943 -1.606
H5 -1.462 0.996 -3.081
O1 -2.058 1.304 -2.374
H6 1.806 0.102 -0.780
H7 2.003 1.409 -0.180
O2 2.332 0.909 -0.939

Charge: -1
Energy above the lowest of the compared OMol25 structures with the same formula, charge and spin: 38.59 kJ/mol
F_max: 1.6 eV/A
HOMO energy: -0.1002 hartree
LUMO level: 0.145 Ha

***

Here is a structure of composition C10H10Cl4CoN2O3S at a distorted geometry from OMol25. Energies are from ωB97M-V with the def2-TZVPD basis set.

Element x y z (Å)
Co1 -0.181 0.569 0.071
Cl1 0.753 -6.111 1.706
C1 0.824 -4.377 1.685
C2 1.555 -3.712 2.645
Cl2 2.408 -4.600 3.867
C3 1.582 -2.315 2.647
Cl3 2.467 -1.500 3.906
C4 0.907 -1.549 1.700
O1 0.891 -0.270 1.703
C5 0.144 -2.249 0.661
O2 -0.480 -1.558 -0.207
C6 0.129 -3.649 0.715
Cl4 -0.830 -4.519 -0.448
C7 -0.299 2.130 -2.905
O3 0.982 1.984 -2.364
C8 1.109 1.046 -1.315
C9 2.587 0.859 -1.061
H1 -0.548 3.198 -2.961
H2 -1.046 1.614 -2.289
H3 -0.331 1.712 -3.923
H4 3.166 1.110 -1.957
H5 2.798 -0.171 -0.767
H6 2.931 1.504 -0.247
N1 0.003 3.528 0.445
C10 -0.526 2.281 0.910
N2 -0.394 2.252 2.340
S1 -2.140 1.756 0.358
H7 -0.478 4.308 0.889
H8 -0.093 3.605 -0.558
H9 0.592 2.294 2.576
H10 -0.756 1.373 2.701

Spin multiplicity: 4
⟨S²⟩: 3.98
Charge: -2
Energy above the lowest of the compared OMol25 structures with the same formula, charge and spin: 31.71 kJ/mol
F_max: 2.0 eV/A
HOMO energy (alpha / beta): 0.0141 / -0.0267 hartree
LUMO level (alpha / beta): 0.175 / 0.174 Ha

***

Here is a cluster of 7 separate species, C7H28O7 in total at a distorted geometry from OMol25. Energies are from ωB97M-V with the def2-TZVPD basis set.

Element x y z (Å)
C1 -14.699 11.897 -17.769
O1 -13.611 12.299 -16.893
H1 -15.623 12.457 -17.593
H2 -14.416 12.036 -18.812
H3 -14.926 10.829 -17.641
H4 -14.001 12.483 -16.033
C2 -12.941 15.285 -18.574
O2 -12.290 14.044 -18.851
H5 -12.919 15.885 -19.481
H6 -13.968 15.131 -18.232
H7 -12.400 15.867 -17.812
H8 -12.522 13.425 -18.144
C3 -4.887 10.817 -14.839
O3 -6.088 10.884 -15.556
H9 -5.074 11.089 -13.806
H10 -4.443 9.812 -14.876
H11 -4.128 11.513 -15.240
H12 -5.932 10.457 -16.420
C4 -5.890 8.481 -18.629
O4 -5.337 9.706 -18.077
H13 -5.401 7.641 -18.128
H14 -6.939 8.498 -18.369
H15 -5.675 8.408 -19.691
H16 -4.431 9.763 -18.394
C5 -8.456 8.804 -21.083
O5 -7.972 7.544 -21.553
H17 -9.305 9.139 -21.678
H18 -8.765 8.650 -20.055
H19 -7.656 9.549 -21.071
H20 -7.586 7.689 -22.422
C6 -13.307 9.377 -20.107
O6 -13.356 8.307 -21.041
H21 -13.499 10.301 -20.651
H22 -14.115 9.284 -19.373
H23 -12.333 9.434 -19.623
H24 -12.905 7.548 -20.665
C7 -10.441 11.260 -17.719
O7 -9.153 11.118 -17.147
H25 -10.606 10.639 -18.606
H26 -11.178 10.951 -16.981
H27 -10.647 12.292 -18.023
H28 -8.493 11.232 -17.841

Charge: 0
Energy above the lowest of the compared OMol25 structures with the same formula, charge and spin: 355.72 kJ/mol
F_max: 1.4 eV/A
Structure (SMILES): CO.CO.CO.CO.CO.CO.CO
HOMO energy: -0.3486 hartree
LUMO level: 0.020 Ha

***

Here is a structure of composition C14H51N7O10 at a distorted geometry from OMol25. Energies are from ωB97M-V with the def2-TZVPD basis set.

Element x y z (Å)
C1 -19.926 33.026 -28.391
C2 -20.000 34.304 -29.219
C3 -18.540 34.736 -29.570
O1 -17.927 33.630 -30.244
C4 -16.584 34.009 -30.641
N1 -20.677 33.976 -30.444
H1 -20.823 32.422 -28.245
H2 -19.438 33.238 -27.440
H3 -19.285 32.276 -28.854
H4 -20.480 35.024 -28.556
H5 -17.895 35.027 -28.742
H6 -18.707 35.610 -30.201
H7 -16.217 33.095 -31.108
H8 -15.914 34.358 -29.856
H9 -16.641 34.852 -31.329
H10 -21.582 33.857 -30.010
H11 -20.318 33.052 -30.640
C5 -16.124 36.818 -25.480
C6 -15.979 36.503 -27.041
C7 -16.169 34.936 -27.257
O2 -17.298 34.400 -26.545
C8 -17.436 33.062 -26.996
N2 -16.923 37.296 -27.766
H12 -15.682 37.803 -25.331
H13 -15.442 36.247 -24.850
H14 -17.162 36.678 -25.178
H15 -15.004 36.829 -27.405
H16 -15.157 34.615 -27.009
H17 -16.198 34.609 -28.297
H18 -16.532 32.475 -26.832
H19 -17.756 32.953 -28.032
H20 -18.214 32.501 -26.478
H21 -17.833 37.058 -27.397
H22 -16.751 38.204 -27.359
C9 -25.048 30.453 -25.156
C10 -23.967 31.608 -25.069
C11 -22.525 31.157 -25.010
O3 -22.374 30.090 -25.944
C12 -21.019 29.703 -26.038
N3 -24.133 32.568 -26.125
H23 -25.211 30.040 -24.160
H24 -24.693 29.657 -25.811
H25 -25.993 30.807 -25.566
H26 -24.108 32.290 -24.230
H27 -22.145 30.966 -24.006
H28 -21.887 32.025 -25.181
H29 -21.063 29.034 -26.898
H30 -20.706 29.192 -25.128
H31 -20.403 30.577 -26.248
H32 -25.085 32.884 -26.011
H33 -23.627 33.420 -25.930
O4 -19.936 33.001 -25.999
H34 -19.809 33.596 -25.260
H35 -20.875 33.043 -26.182
O5 -19.307 33.942 -24.113
H36 -19.816 33.821 -23.312
H37 -18.771 34.717 -23.943
O6 -18.454 31.197 -26.274
H38 -18.997 31.985 -26.265
H39 -18.222 31.055 -25.356
O7 -17.721 32.236 -24.110
H40 -18.442 32.818 -24.350
H41 -16.979 32.822 -23.962
O8 -22.057 33.730 -25.206
H42 -22.078 33.961 -26.135
H43 -22.647 34.358 -24.789
C13 -19.553 36.313 -27.236
O9 -18.943 37.062 -27.953
N4 -20.604 36.703 -26.690
N5 -19.184 35.148 -26.736
H44 -21.142 36.015 -26.182
H45 -20.891 37.647 -26.906
H46 -19.917 34.504 -26.475
H47 -18.274 34.783 -26.978
C14 -22.579 34.379 -27.938
O10 -21.853 34.327 -26.959
N6 -22.264 35.061 -29.008
N7 -23.693 33.726 -28.113
H48 -21.406 35.592 -28.972
H49 -22.833 35.057 -29.842
H50 -24.046 33.238 -27.303
H51 -24.151 33.577 -29.001

Charge: 0
Energy above the lowest of the compared OMol25 structures with the same formula, charge and spin: 2306.08 kJ/mol
F_max: 15.0 eV/A
HOMO energy: -0.2932 hartree
LUMO level: -0.006 Ha

***

Here is an isolated molecule of C4H3N3O at a distorted geometry from OMol25. Energies are from ωB97M-V with the def2-TZVPD basis set.

Element x y z (Å)
O1 3.241 0.249 -0.515
C1 2.376 -0.202 0.261
N1 1.347 -1.036 -0.146
C2 0.093 -0.550 -0.046
N2 -0.147 0.928 0.146
C3 -1.376 1.026 -0.132
C4 -2.035 -0.338 -0.251
N3 -1.235 -1.370 -0.101
H1 2.500 -0.253 1.319
H2 -1.632 2.048 -0.292
H3 -3.132 -0.501 -0.245

Charge: 0
Energy above the lowest of the compared OMol25 structures with the same formula, charge and spin: 221.85 kJ/mol
F_max: 6.5 eV/A
Structure (SMILES): O=CN=C1N=CC=N1
HOMO energy: -0.3780 hartree
LUMO level: -0.066 Ha

***

Here is a cluster of 3 separate species, C32H77BClN6O6P2 in total at a distorted geometry from OMol25. Energies are from ωB97M-V with the def2-TZVPD basis set.

Element x y z (Å)
C1 -1.269 -4.624 -1.041
O1 -1.729 -4.320 -2.410
C2 -1.459 -2.924 -2.788
C3 -0.181 -2.737 -3.822
C4 0.631 -1.315 -3.496
C5 1.846 -1.494 -2.406
C6 1.632 -0.573 -1.027
C7 0.957 -1.557 0.096
C8 0.003 -0.806 1.199
C9 -1.218 0.088 0.570
C10 -2.687 -0.638 0.571
C11 -3.353 -0.476 -0.919
C12 -4.188 0.913 -1.162
C13 -3.399 2.334 -1.373
C14 -2.185 2.304 -2.472
C15 -2.047 3.869 -3.043
Cl1 -2.484 1.232 -3.953
C16 -5.451 0.792 -2.251
O2 -6.717 1.203 -1.625
B1 -6.482 0.946 -0.188
C17 -7.069 -0.576 0.022
C18 -8.713 -0.684 -0.055
C19 -9.312 -0.782 -1.585
O3 -8.884 -1.987 -2.320
C20 -9.811 -3.114 -2.127
O4 -5.045 1.224 0.031
H1 -1.640 -3.813 -0.252
H2 -1.593 -5.695 -0.665
H3 -0.075 -4.596 -1.070
H4 -2.478 -2.490 -3.224
H5 -1.214 -2.285 -1.839
H6 -0.653 -2.620 -4.900
H7 0.529 -3.668 -3.871
H8 1.041 -0.922 -4.534
H9 -0.168 -0.524 -3.098
H10 2.855 -1.130 -2.906
H11 2.029 -2.606 -2.073
H12 2.703 -0.183 -0.749
H13 0.972 0.334 -1.359
H14 1.864 -2.031 0.712
H15 0.408 -2.488 -0.397
H16 -0.484 -1.656 1.866
H17 0.721 -0.188 1.903
H18 -1.030 0.492 -0.512
H19 -1.316 1.054 1.265
H20 -3.334 -0.151 1.442
H21 -2.595 -1.789 0.874
H22 -4.134 -1.366 -1.046
H23 -2.515 -0.538 -1.733
H24 -4.204 3.125 -1.755
H25 -2.956 2.668 -0.342
H26 -1.129 2.035 -2.047
H27 -2.527 3.967 -4.124
H28 -0.901 4.198 -3.105
H29 -2.539 4.626 -2.276
H30 -5.500 -0.258 -2.810
H31 -5.398 1.531 -3.186
H32 -7.155 1.602 0.528
H33 -6.647 -1.318 -0.784
H34 -6.763 -1.000 1.093
H35 -9.216 0.268 0.438
H36 -9.087 -1.663 0.505
H37 -10.498 -0.717 -1.473
H38 -9.014 0.143 -2.270
H39 -9.203 -4.023 -1.676
H40 -10.687 -2.891 -1.372
H41 -10.312 -3.437 -3.159
O5 1.064 4.656 0.161
P1 1.944 5.839 0.636
N1 0.858 6.955 -0.097
C21 1.148 8.211 -0.773
C22 -0.468 7.023 0.522
N2 3.189 5.466 -0.499
C23 3.570 6.312 -1.619
C24 3.337 4.064 -0.904
N3 2.955 7.198 1.182
C25 4.278 6.766 1.699
C26 2.349 7.937 2.313
H42 1.461 9.007 -0.093
H43 0.262 8.582 -1.305
H44 1.896 8.118 -1.554
H45 -0.456 7.613 1.440
H46 -0.847 6.028 0.781
H47 -1.214 7.458 -0.154
H48 2.807 6.316 -2.400
H49 4.509 5.969 -2.072
H50 3.788 7.334 -1.298
H51 2.594 3.784 -1.661
H52 3.234 3.396 -0.043
H53 4.333 3.871 -1.319
H54 4.163 6.033 2.507
H55 4.848 7.621 2.080
H56 4.912 6.323 0.928
H57 2.105 7.261 3.141
H58 1.438 8.460 2.028
H59 3.023 8.717 2.684
O6 3.557 -3.736 1.749
P2 4.663 -4.252 2.702
N4 5.296 -5.246 1.448
C27 5.884 -6.574 1.534
C28 5.889 -4.517 0.323
N5 3.540 -5.187 3.621
C29 3.530 -6.639 3.689
C30 2.154 -4.708 3.683
N6 5.934 -4.845 3.798
C31 5.697 -4.474 5.216
C32 7.262 -4.268 3.490
H60 6.873 -6.581 1.998
H61 6.002 -7.016 0.536
H62 5.258 -7.289 2.059
H63 6.889 -4.151 0.560
H64 5.285 -3.648 0.039
H65 5.956 -5.138 -0.577
H66 3.192 -7.085 2.751
H67 2.863 -6.993 4.486
H68 4.509 -7.037 3.965
H69 1.598 -4.973 2.775
H70 2.121 -3.622 3.814
H71 1.622 -5.134 4.542
H72 5.583 -3.389 5.323
H73 6.528 -4.804 5.851
H74 4.810 -4.952 5.639
H75 7.223 -3.172 3.477
H76 7.648 -4.601 2.528
H77 8.012 -4.584 4.224

Charge: -1
F_max: 9.1 eV/A
HOMO energy: -0.1385 hartree
LUMO level: 0.003 Ha